Record 1
The following is a DFT calculation (ωB97M-V/def2-TZVPD) of a structure of composition C11H17BN6Sr in a non-equilibrium geometry.

```
36
Properties=species:S:1:pos:R:3:mulliken_charge:R:1
H -2.00 -2.15 2.30 0.432
N -0.45 -1.45 1.05 -0.477
B 1.59 -1.01 -0.46 -0.493
N 0.69 -1.93 0.46 0.334
C 0.81 -3.21 0.84 -0.084
Sr -1.21 0.63 0.44 1.854
H 1.65 -3.75 0.48 0.478
C -0.27 -3.53 1.66 -1.161
H -0.47 -4.45 2.12 0.433
C -1.06 -2.39 1.77 -0.287
H 2.51 -1.63 -0.84 -0.123
C -1.48 2.99 0.14 -1.087
H -2.40 3.05 0.71 0.367
H -1.54 2.84 -0.94 0.408
H -0.56 3.37 0.56 0.325
N 2.10 0.23 0.38 0.006
N 0.76 -0.51 -1.69 0.403
N 1.20 1.11 0.96 -0.056
N -0.40 0.24 -1.51 -0.687
C 3.34 0.64 0.70 -0.129
C 0.90 -0.68 -3.01 -0.079
H 4.16 0.07 0.34 0.467
H 1.75 -1.24 -3.34 0.477
C 3.23 1.79 1.48 -1.206
C -0.15 -0.04 -3.67 -1.198
C 1.87 2.06 1.62 -0.252
C -0.95 0.53 -2.68 -0.253
H 4.01 2.35 1.89 0.434
H -0.31 0.01 -4.71 0.434
H 1.30 2.86 2.14 0.439
H -1.88 1.12 -2.71 0.417
H -1.49 1.10 2.50 -0.201
C -3.78 0.27 0.25 -1.047
H -3.65 1.14 0.90 0.312
H -4.81 -0.02 0.01 0.309
H -3.03 -0.42 -0.17 0.491
```

Its energy relative to the best compared isomer or geometry (same formula, charge and spin) is 225.27 kJ/mol. The total energy comes out at -22130.1635 eV. For the max |F|, the calculation gives 4.4 eV/A. As for the multiplicity: 1. Its HOMO energy (alpha / beta) is -6.37 / -6.41 eV.

---

Record 2
The following is a DFT calculation (ωB97M-V/def2-TZVPD) of a structure of composition C11H17BN6Ti in a non-equilibrium geometry.

```
36
Properties=species:S:1:pos:R:3:nbo_charge:R:1
H 1.49 3.69 1.12 0.264
N 1.09 1.90 -0.03 -0.405
B 0.02 0.39 -1.94 0.563
N 0.57 1.71 -1.29 -0.285
C 0.65 2.88 -1.96 0.136
Ti 2.40 0.78 1.02 1.961
H 0.47 2.92 -3.03 0.282
C 1.03 3.87 -1.07 -0.269
H 1.17 4.91 -1.32 0.288
C 1.24 3.26 0.15 -0.022
H 0.12 0.52 -3.15 -0.009
C -2.46 -2.31 3.70 -0.844
H -1.63 -2.81 4.21 0.208
H -2.08 -1.44 3.18 0.190
H -2.89 -3.00 2.98 0.221
N -1.51 -0.05 -1.63 -0.379
N 1.16 -0.58 -1.49 -0.283
N -1.83 -0.31 -0.33 -0.347
N 1.77 -0.66 -0.26 -0.402
C -2.62 -0.26 -2.37 -0.011
C 1.75 -1.47 -2.31 0.137
H -2.56 -0.13 -3.44 0.225
H 1.55 -1.47 -3.37 0.280
C -3.68 -0.63 -1.51 -0.328
C 2.61 -2.27 -1.57 -0.259
C -3.09 -0.62 -0.25 -0.024
C 2.59 -1.78 -0.26 -0.023
H -4.71 -0.88 -1.79 0.257
H 3.20 -3.06 -1.95 0.283
H -3.47 -0.81 0.75 0.228
H 3.08 -2.14 0.62 0.258
H -3.18 -2.03 4.40 0.225
C 1.89 0.48 3.20 -0.937
H 1.38 1.30 3.73 0.283
H 2.91 0.57 3.58 0.237
H 1.55 -0.45 3.69 0.298
```

Its energy relative to the best compared isomer or geometry (same formula, charge and spin) is 433.04 kJ/mol. The total energy comes out at -44394.5204 eV. For the max |F|, the calculation gives 4.0 eV/A. The charge is +2. As for the multiplicity: 1. Its HOMO energy (alpha / beta) is -13.70 / -13.70 eV.

---

Record 3
The following is a DFT calculation (ωB97M-V/def2-TZVPD) of a structure of composition C11H17BrMnN5Se.

```
36
Properties=species:S:1:pos:R:3:nbo_charge:R:1
Mn 0.07 0.69 0.75 0.963
N 0.30 2.79 0.88 -0.792
C -0.08 3.65 -0.27 -0.221
C -1.52 3.44 -0.67 -0.428
C -1.76 2.13 -1.39 -0.222
N -1.67 0.96 -0.47 -0.861
H -0.11 3.18 1.72 0.376
H 1.31 2.87 1.00 0.398
H 0.57 3.37 -1.10 0.224
H 0.12 4.70 -0.03 0.206
H -1.83 4.26 -1.32 0.245
H -2.17 3.51 0.22 0.200
H -0.98 1.99 -2.15 0.222
H -2.72 2.14 -1.90 0.205
H -1.71 0.12 -1.05 0.395
H -2.52 0.91 0.10 0.396
C 2.35 -4.05 -0.63 -0.639
C 1.07 -3.41 -0.17 -0.016
C -0.14 -4.08 -0.16 -0.120
C -1.29 -3.44 0.28 -0.258
C -1.17 -2.11 0.66 0.155
Br -2.67 -1.23 1.40 0.091
N -0.05 -1.42 0.61 -0.522
C 1.06 -2.08 0.23 0.062
H 2.33 -5.12 -0.44 0.233
H 3.21 -3.62 -0.12 0.234
H 2.48 -3.89 -1.70 0.248
H -0.20 -5.12 -0.47 0.240
H -2.24 -3.94 0.33 0.254
H 1.98 -1.50 0.22 0.231
N 0.80 0.53 3.84 -0.582
C 0.54 0.60 2.71 0.327
H 1.04 0.47 4.81 0.477
Se 2.28 0.95 -3.41 -0.119
C 1.82 0.88 -1.72 0.137
N 1.49 0.85 -0.59 -0.739
```

Its energy relative to the best compared isomer or geometry (same formula, charge and spin) is 19.48 kJ/mol. The total energy comes out at -185836.1630 eV. For the max |F|, the calculation gives 0.8 eV/A. The charge is +1. As for the multiplicity: 2. Its expectation value of S² is 0.895. Its HOMO energy (alpha / beta) is -10.27 / -10.23 eV.

---

Record 4
The following is a DFT calculation (ωB97M-V/def2-TZVPD) of a structure of composition C11H17Cl2NO2STc in a non-equilibrium geometry.

```
35
Properties=species:S:1:pos:R:3:nbo_charge:R:1
C 0.24 -1.13 -0.80 -0.114
C 1.09 0.01 -1.07 -0.092
C 0.27 1.16 -1.30 -0.102
C 2.55 0.08 -1.04 -0.708
C -1.08 0.78 -1.09 0.002
C -1.12 -0.62 -0.78 -0.090
C -2.32 -1.47 -0.90 -0.618
C 0.68 -2.54 -0.77 -0.643
C 0.79 2.52 -1.59 -0.635
C -2.23 1.68 -1.33 -0.641
Tc 0.56 -0.19 1.68 1.267
Cl 2.42 1.51 1.64 -0.546
Cl 2.22 -1.75 2.12 -0.502
O -0.43 1.43 1.45 -0.946
H 2.99 -0.89 -0.82 0.205
H 2.74 0.75 -0.11 0.267
H 3.03 0.56 -1.91 0.173
H 1.69 2.72 -0.99 0.230
H 0.00 3.25 -1.34 0.194
H 1.00 2.56 -2.67 0.177
H -2.06 2.65 -0.86 0.195
H -3.15 1.25 -0.93 0.193
H -2.33 1.83 -2.42 0.177
H -3.21 -0.93 -0.55 0.191
H -2.22 -2.42 -0.36 0.214
H -2.46 -1.69 -1.97 0.171
H 1.71 -2.61 -0.39 0.230
H 0.63 -2.93 -1.80 0.168
H 0.01 -3.11 -0.13 0.222
H -1.07 1.84 2.09 0.459
O -0.82 -1.62 1.81 -0.988
H -1.04 -2.19 2.57 0.453
S 0.14 -0.16 6.30 -0.275
C 0.31 -0.20 4.72 0.198
N 0.47 -0.14 3.52 -0.487
```

The total energy comes out at -55347.9946 eV. For the max |F|, the calculation gives 8.1 eV/A. The charge is -2. As for the multiplicity: 4. Its expectation value of S² is 3.784. Its HOMO energy (alpha / beta) is -0.07 / -0.03 eV.

---

Record 5
The following is a DFT calculation (ωB97M-V/def2-TZVPD) of a cluster of 2 separate species, C11H17F8N2O2 in total in a non-equilibrium geometry.

```
40
Properties=species:S:1:pos:R:3:nbo_charge:R:1
C 3.09 1.14 0.27 -0.635
C 3.60 0.82 -1.12 -0.210
N 2.62 0.40 -2.14 -0.518
C 1.25 0.95 -1.91 -0.257
C 1.14 2.47 -1.98 -0.230
N -0.04 2.93 -1.29 -1.121
C 2.54 -1.02 -2.19 0.740
C 2.08 -1.80 -0.99 -0.742
O 2.81 -1.60 -3.18 -0.556
H 3.94 1.39 0.88 0.194
H 2.44 2.00 0.30 0.236
H 2.58 0.33 0.75 0.194
H 4.30 0.00 -1.01 0.169
H 4.19 1.64 -1.48 0.196
H 0.64 0.58 -2.71 0.192
H 0.78 0.59 -1.01 0.164
H 2.03 2.94 -1.54 0.105
H 1.03 2.78 -3.01 0.161
H -0.03 2.49 -0.37 0.260
H 1.03 -1.63 -0.87 0.238
H 2.22 -2.85 -1.18 0.217
H 2.59 -1.53 -0.09 0.219
C -3.28 -1.92 1.93 -0.135
C -4.18 -0.97 1.14 0.594
C -3.74 -0.66 -0.29 0.520
F -2.54 -0.06 -0.29 -0.305
F -4.65 0.18 -0.86 -0.325
F -4.34 0.18 1.83 -0.308
F -5.41 -1.57 1.05 -0.339
O -2.35 -1.31 2.79 -0.508
C -1.14 -0.92 2.26 0.846
C -0.95 0.59 2.37 0.508
F -1.91 1.23 1.69 -0.305
F 0.25 0.90 1.85 -0.314
F -1.01 -1.34 0.99 -0.313
F -0.17 -1.53 2.99 -0.330
H -3.95 -2.48 2.59 0.218
H -2.81 -2.66 1.28 0.207
H -3.69 -1.58 -0.88 0.133
H -0.98 0.90 3.42 0.140
```

The total energy comes out at -40495.7609 eV. For the max |F|, the calculation gives 3.4 eV/A. The charge is -1. As for the multiplicity: 1. Its HOMO energy is -1.24 eV.

---

Record 6
The following is a DFT calculation (ωB97M-V/def2-TZVPD) of a structure of composition C11H17IN2PbS2 in a non-equilibrium geometry.

```
34
Properties=species:S:1:pos:R:3:nbo_charge:R:1
C 0.77 -2.69 -2.67 -0.741
C 0.18 2.25 -3.15 -1.192
H 0.57 -2.26 -1.68 0.236
H 1.69 -2.33 -3.13 0.241
H 0.87 -3.78 -2.54 0.211
H 1.13 2.78 -2.98 0.211
H -0.12 2.36 -4.22 0.220
H -0.61 2.68 -2.51 0.213
Pb 0.42 0.12 -2.78 0.923
C -1.39 0.16 -1.41 -1.128
H -1.67 1.21 -1.23 0.209
H -1.14 -0.32 -0.45 0.251
H -2.20 -0.38 -1.91 0.205
I -0.93 -2.58 -4.05 0.121
C 2.89 2.17 -0.37 -0.663
C 2.11 1.82 0.85 0.114
N 1.16 0.94 0.94 -0.450
C 0.64 0.84 2.23 0.172
C 1.24 1.71 3.14 -0.454
S 2.45 2.67 2.40 0.373
C -0.38 -0.13 2.57 0.063
C -0.77 -0.47 3.86 -0.430
S -1.97 -1.70 3.87 0.372
C -1.94 -1.68 2.08 0.123
N -1.08 -0.84 1.59 -0.431
C -2.79 -2.60 1.29 -0.667
H 2.55 3.15 -0.75 0.241
H 3.95 2.24 -0.10 0.233
H 2.74 1.40 -1.14 0.236
H 0.97 1.77 4.18 0.238
H -0.35 -0.03 4.76 0.237
H -3.79 -2.64 1.74 0.229
H -2.86 -2.25 0.25 0.252
H -2.36 -3.61 1.31 0.233
```

Its energy relative to the best compared isomer or geometry (same formula, charge and spin) is 0.00 kJ/mol. The total energy comes out at -49678.9670 eV. For the max |F|, the calculation gives 2.5 eV/A. As for the multiplicity: 1. Its HOMO energy is -7.06 eV.

---

Q: What is the max |F| in the third record?
A: 0.8 eV/A

---

Q: The lowest total energy belongs to which entry?
A: C11H17BrMnN5Se